Formula: C47H54O3P2S5Se2Tl
Source: OMol25
Level of theory: wB97M-V/def2-TZVPD

The calculation puts the highest occupied orbital energy at -0.159 hartree. The energy above the lowest of the compared OMol25 structures with the same formula, charge and spin is 32.5 kcal/mol. As for the HOMO-LUMO gap: 6.555 eV. As for the charge: -1.

Last column: Mulliken charge in e.
Element x y z (Å)
Tl  -1.61  -0.64  0.03  0.6350
S  -0.32  -3.76  -0.03  -0.6974
P  0.87  -2.75  1.12  2.4667
C  0.36  -1.13  1.44  -1.3436
P  -0.35  -0.53  2.89  1.6131
S  -1.72  0.88  2.48  -0.4635
C  1.04  0.18  3.87  -0.8238
C  2.31  0.14  3.40  0.6009
C  3.40  0.71  4.13  -1.1202
C  3.17  1.30  5.34  -0.5389
C  1.89  1.26  5.91  -0.7363
C  0.83  0.76  5.13  -0.4250
C  -1.03  -1.75  4.05  0.7431
C  -0.30  -2.22  5.15  -0.3944
C  -0.85  -3.19  6.00  -0.5235
C  -2.13  -3.75  5.75  -0.8634
C  -2.79  -3.23  4.66  -0.7864
C  -2.26  -2.32  3.76  -0.5761
C  2.51  -2.65  0.28  0.2122
C  3.08  -1.41  0.01  0.3433
C  4.38  -1.28  -0.57  -1.0433
C  5.11  -2.41  -0.86  -0.5069
C  4.49  -3.69  -0.63  -0.8353
C  3.24  -3.78  -0.09  -0.9464
C  1.30  -3.80  2.53  -0.1639
C  2.40  -3.32  3.28  -0.3024
C  2.93  -4.05  4.32  -0.7705
C  2.32  -5.24  4.63  -0.3509
C  1.23  -5.72  3.95  -0.7440
C  0.67  -4.96  2.95  -0.3302
H  2.48  -0.36  2.45  0.1994
H  4.39  0.72  3.72  0.5711
H  4.00  1.73  5.93  0.3102
H  1.61  1.72  6.85  0.3750
H  -0.13  0.66  5.60  0.4824
H  0.72  -1.88  5.31  0.2122
H  -0.21  -3.52  6.81  0.3853
H  -2.61  -4.49  6.39  0.3805
H  -3.77  -3.63  4.40  0.3886
H  -2.74  -2.07  2.85  0.5159
H  2.53  -0.49  0.19  0.4538
H  4.66  -0.25  -0.84  0.4364
H  6.03  -2.33  -1.41  0.4317
H  4.96  -4.64  -0.91  0.3403
H  2.82  -4.78  0.08  0.3821
H  2.83  -2.40  2.96  0.3048
H  3.78  -3.61  4.88  0.3962
H  2.75  -5.88  5.45  0.2466
H  0.91  -6.71  4.12  0.5212
H  -0.14  -5.34  2.28  0.3022
C  -5.44  -0.61  2.04  -0.4903
Se  -5.87  0.33  0.43  0.0080
C  -5.17  2.01  1.13  -0.5546
C  -4.16  2.59  0.18  -0.3497
Se  -3.84  4.54  0.28  0.0412
C  -4.90  4.85  -1.24  -0.7732
H  -4.40  -0.42  2.37  -0.1505
H  -5.54  -1.67  1.90  0.3460
H  -6.09  -0.29  2.85  0.4101
H  -4.75  1.78  2.12  0.2774
H  -6.01  2.68  1.36  0.4334
H  -4.48  2.51  -0.86  0.2751
H  -3.21  2.08  0.20  -0.1362
H  -4.43  4.36  -2.13  0.0780
H  -5.01  5.93  -1.39  0.3268
H  -5.85  4.44  -1.05  0.3676
O  -4.46  2.37  -5.06  -0.5673
S  -3.48  2.92  -6.05  0.2049
C  -2.49  1.47  -6.60  -1.1107
C  -1.43  0.81  -5.79  -0.3663
C  -1.98  0.05  -4.55  -0.1069
C  -0.87  -0.75  -3.93  -1.3059
S  0.40  0.13  -2.92  1.0534
O  0.67  1.40  -3.67  -0.7626
C  1.77  -0.91  -3.22  -0.0977
C  1.68  -2.25  -2.96  0.0587
C  2.65  -3.10  -3.44  -0.7817
C  3.83  -2.55  -3.99  -0.2837
C  4.00  -1.20  -4.09  -0.8615
C  2.94  -0.36  -3.75  -0.6149
C  -2.29  3.91  -5.11  0.4243
C  -2.13  3.68  -3.71  -0.4459
C  -1.22  4.43  -2.98  -0.5271
C  -0.57  5.55  -3.54  -0.7142
C  -0.72  5.80  -4.91  -0.4805
C  -1.61  5.00  -5.66  -0.3384
H  -2.16  1.94  -7.50  0.5140
H  -3.33  0.85  -6.95  0.4581
H  -0.71  1.57  -5.39  0.0811
H  -0.90  0.14  -6.43  0.5815
H  -2.80  -0.63  -4.77  0.5205
H  -2.27  0.77  -3.78  -0.1396
H  -0.32  -1.33  -4.68  0.5409
H  -1.25  -1.41  -3.18  0.4810
H  0.84  -2.65  -2.43  0.4275
H  2.62  -4.20  -3.32  0.3368
H  4.64  -3.27  -4.17  0.3530
H  4.93  -0.72  -4.35  0.4069
H  2.99  0.66  -3.99  0.6782
H  -2.54  2.84  -3.23  0.8391
H  -1.03  4.15  -1.97  0.3808
H  0.00  6.20  -2.89  0.3857
H  -0.20  6.65  -5.39  0.3405
H  -1.67  5.15  -6.75  0.2959
C  3.16  3.35  0.94  -1.0476
S  1.91  2.79  -0.25  0.7040
C  0.54  2.87  0.85  -0.4260
O  1.87  3.82  -1.27  -0.6131
H  2.77  4.12  1.60  0.3363
H  3.99  3.64  0.30  0.3934
H  3.42  2.39  1.49  0.2172
H  0.34  3.91  1.08  0.6456
H  0.88  2.35  1.76  0.0125
H  -0.35  2.42  0.37  -0.1531

Formula: C5H12FIN
Source: OMol25
Level of theory: wB97M-V/def2-TZVPD

The calculation puts the highest occupied orbital energy at -0.488 hartree. Its SMILES is CC(C)([NH3+])[C@@](C)(F)I. The energy above the lowest of the compared OMol25 structures with the same formula, charge and spin is 20.5 kcal/mol. As for the HOMO-LUMO gap: 9.726 eV. As for the charge: +1.

Last column: Mulliken charge in e.
Element x y z (Å)
C  0.26  -1.46  -0.51  -1.5509
C  0.09  0.05  -0.55  1.1759
C  -0.36  0.55  -1.91  -1.6663
N  1.50  0.64  -0.06  -0.3115
C  -0.83  0.56  0.55  -0.0988
C  -0.59  -0.22  2.22  -0.8279
F  -0.52  1.97  0.83  -0.3520
I  -2.95  0.42  0.08  0.2174
H  0.82  -1.83  0.43  0.3601
H  -0.68  -1.84  -0.40  0.4249
H  0.69  -1.92  -1.38  0.4054
H  -0.26  1.61  -1.99  0.4169
H  -1.34  0.17  -2.31  0.3801
H  0.26  0.17  -2.80  0.4002
H  1.65  0.32  0.90  0.3201
H  1.45  1.65  0.11  0.4071
H  2.35  0.44  -0.63  0.3562
H  -0.90  0.24  3.15  0.3111
H  -1.12  -1.16  1.96  0.3595
H  0.49  -0.37  2.30  0.2727

Formula: C18H39Al2BBrClCsF6N3O7
Source: OMol25
Level of theory: wB97M-V/def2-TZVPD

The calculation puts the highest occupied orbital energy at -0.216 hartree. As for the HOMO-LUMO gap: 1.335 eV. As for the charge: 0.

Last column: Mulliken charge in e.
Element x y z (Å)
C  0.82  0.94  4.24  -0.4497
C  1.31  1.77  2.90  0.4539
N  0.32  1.52  1.79  0.4293
C  0.97  1.07  0.50  -0.1652
C  -0.15  1.28  -0.68  -0.9363
C  -1.47  0.33  -0.57  0.9428
C  -2.85  1.13  -0.10  -0.6959
C  -3.87  -0.07  0.46  -0.2236
O  -5.10  0.58  0.94  -0.3430
C  -5.86  -0.30  1.85  0.6327
C  -7.51  -0.39  1.72  -0.8234
O  -5.33  -1.04  2.86  -0.5306
N  1.98  2.19  0.16  0.2624
C  2.96  1.69  -0.70  -0.2128
C  2.71  0.08  -0.99  -0.2676
C  1.97  -0.23  0.48  -0.5790
B  1.37  -1.75  0.61  0.3773
O  1.28  -2.54  -0.66  -0.4927
N  0.93  -2.45  1.89  -0.0470
C  0.79  -3.97  1.65  -0.2857
C  -0.44  -2.02  2.36  -0.5716
H  0.90  1.62  5.19  -0.2308
H  1.41  -0.05  4.44  0.1683
H  -0.33  0.68  4.08  0.3299
H  1.34  2.93  3.18  -0.3203
H  2.41  1.44  2.67  0.1936
H  -0.11  2.47  1.58  0.4666
H  -0.53  2.41  -0.57  0.4209
H  0.27  1.20  -1.77  0.0655
H  -1.37  -0.59  0.15  -0.4802
H  -1.69  -0.09  -1.65  -0.0925
H  -3.41  1.62  -1.00  0.3164
H  -2.67  1.84  0.82  0.2287
H  -3.27  -0.65  1.30  0.2383
H  -4.08  -0.88  -0.39  0.1917
H  -7.95  0.43  0.98  0.2563
H  -7.97  -0.15  2.78  0.2722
H  -7.88  -1.48  1.42  0.2493
H  1.92  3.19  0.48  0.2679
H  3.84  2.34  -1.15  0.3906
H  3.68  -0.58  -0.91  0.4527
H  1.93  -0.25  -1.80  -0.0523
H  2.86  -0.19  1.26  0.2783
H  0.30  -2.70  -0.87  0.3250
H  1.81  -4.49  1.43  -0.5778
H  -0.06  -4.18  0.86  0.3883
H  0.37  -4.39  2.68  0.3842
H  -1.25  -2.43  1.59  0.3249
H  -0.63  -2.55  3.41  0.3073
H  -0.59  -0.86  2.47  -0.1208
Br  0.23  2.61  6.51  -0.2059
Al  0.53  -6.65  1.80  0.4209
O  2.93  3.30  4.36  -0.8854
H  2.92  2.90  5.21  0.1709
O  0.37  -0.71  -3.53  -0.2934
C  1.06  -0.39  -4.49  0.2168
O  0.66  -0.49  -5.79  -0.4306
C  1.75  -0.14  -6.64  -0.5090
C  2.66  0.71  -5.79  -0.6529
C  2.46  0.12  -4.41  0.5611
H  2.24  -1.05  -6.99  0.2558
H  1.38  0.41  -7.51  0.3638
H  3.70  0.70  -6.12  0.3300
H  2.31  1.75  -5.79  0.3034
H  3.14  -0.72  -4.23  -0.1217
H  2.57  0.88  -3.63  -0.0434
F  -2.17  1.45  4.00  -0.7119
F  -2.06  -3.01  -1.49  -0.4745
Al  -2.77  -2.69  -3.11  1.0009
F  -2.87  -0.92  -3.39  -0.5271
F  -4.43  -3.40  -3.19  -0.5216
F  -1.74  -3.45  -4.38  -0.4826
Cs  3.53  -5.69  2.55  1.1232
Cl  4.43  -1.62  -3.77  -0.3213
O  1.84  5.87  2.84  -0.3926
H  2.38  5.14  3.23  0.3555
H  1.74  6.63  3.47  0.4619
H  0.95  5.55  2.53  0.4493
F  6.23  -0.59  -5.62  -0.5559

Formula: C19H39Cl10N5O5
Source: OMol25
Level of theory: wB97M-V/def2-TZVPD

The calculation puts the highest occupied orbital energy at -0.328 hartree. Its SMILES is ClC(Cl)(Cl)Cl.ClC(Cl)(Cl)Cl.CN(C)C=O.CN(C)C=O.CN(C)C=O.CN(C)C=O.CN(C)C=O.ClCCCl. The energy above the lowest of the compared OMol25 structures with the same formula, charge and spin is 0.0 kcal/mol. As for the HOMO-LUMO gap: 9.033 eV. As for the charge: 0.

Last column: Mulliken charge in e.
Element x y z (Å)
Cl  -10.32  -27.98  -10.16  -0.0507
C  -9.09  -26.72  -10.01  0.3266
Cl  -8.61  -26.74  -8.32  -0.0994
Cl  -7.70  -27.16  -11.04  -0.1035
Cl  -9.70  -25.10  -10.31  -0.0946
Cl  -15.56  -31.84  -6.46  -0.1168
C  -14.92  -33.07  -5.32  0.2913
Cl  -13.96  -34.25  -6.14  -0.0498
Cl  -13.80  -32.21  -4.22  -0.0834
Cl  -16.26  -33.77  -4.43  -0.1026
C  -16.50  -25.73  -3.49  -0.8631
N  -16.19  -27.05  -4.00  0.2894
C  -15.80  -27.13  -5.46  -0.6687
C  -16.31  -28.15  -3.26  0.0720
O  -16.04  -29.32  -3.65  -0.5799
H  -15.66  -25.05  -3.52  0.2005
H  -16.85  -25.79  -2.46  0.3173
H  -17.34  -25.42  -4.12  0.3580
H  -16.56  -26.77  -6.16  0.3746
H  -14.91  -26.60  -5.80  0.1035
H  -15.61  -28.15  -5.79  0.1423
H  -16.71  -27.95  -2.26  0.3006
C  -9.79  -32.71  -5.25  -0.6419
N  -9.37  -33.97  -5.72  0.1330
C  -8.06  -34.35  -5.14  -0.9676
C  -10.15  -34.70  -6.54  0.5313
O  -9.84  -35.82  -6.94  -0.7089
H  -9.00  -31.98  -5.43  0.3049
H  -9.89  -32.81  -4.17  0.3373
H  -10.73  -32.34  -5.65  -0.0458
H  -8.18  -34.48  -4.07  0.3168
H  -7.75  -35.29  -5.60  0.3328
H  -7.37  -33.53  -5.34  0.3136
H  -11.09  -34.17  -6.76  0.0583
C  -10.61  -22.87  -5.44  -0.9140
N  -12.01  -23.20  -5.58  0.2014
C  -12.25  -24.25  -6.54  -0.7942
C  -12.91  -22.60  -4.82  0.2131
O  -14.12  -22.93  -4.77  -0.6227
H  -9.84  -23.60  -5.17  0.2702
H  -10.38  -22.00  -4.83  0.3255
H  -10.36  -22.67  -6.49  0.3553
H  -11.96  -23.98  -7.56  0.3862
H  -11.69  -25.16  -6.32  0.0410
H  -13.26  -24.64  -6.48  0.2395
H  -12.42  -21.88  -4.14  0.2678
C  -12.64  -34.70  -11.28  -0.9033
N  -12.08  -34.00  -10.15  0.1577
C  -10.59  -34.08  -9.97  -1.0266
C  -12.85  -33.36  -9.26  0.0252
O  -12.33  -32.75  -8.31  -0.5133
H  -13.62  -34.41  -11.68  0.3194
H  -12.62  -35.77  -11.09  0.3492
H  -11.83  -34.58  -12.01  0.2711
H  -10.26  -35.04  -9.56  0.3788
H  -9.99  -33.92  -10.87  0.3932
H  -10.20  -33.31  -9.31  0.2619
H  -13.92  -33.42  -9.49  0.3691
C  -12.25  -25.93  -3.09  -0.8511
N  -11.43  -27.17  -3.24  0.1300
C  -10.06  -26.99  -3.82  -0.8347
C  -11.96  -28.42  -3.18  0.3459
O  -11.38  -29.44  -3.36  -0.6156
H  -11.69  -25.14  -2.59  0.3346
H  -13.17  -26.02  -2.51  0.3333
H  -12.55  -25.53  -4.06  0.2405
H  -9.52  -26.31  -3.16  0.3480
H  -9.56  -27.96  -3.81  0.2857
H  -10.18  -26.59  -4.82  0.1367
H  -13.04  -28.31  -2.99  0.1435
Cl  -14.17  -28.51  -9.09  -0.2214
C  -13.09  -29.60  -8.26  0.1420
C  -12.60  -29.20  -6.88  0.4210
Cl  -11.66  -27.73  -6.96  0.0610
H  -12.25  -29.83  -8.92  0.1563
H  -13.69  -30.50  -8.12  -0.0796
H  -11.98  -29.96  -6.40  -0.1211
H  -13.50  -29.05  -6.28  -0.3340